(1)
C12H23N9O2PV | ωB97M-V/def2-TZVPD

```
! RIJCOSX wB97M-V def2-TZVPD def2/J DEFGRID3
* xyz 1 2
V 0.275 0.206 0.382
P -0.196 -1.614 1.894
O -0.336 0.432 -1.372
O -1.653 0.544 0.319
N 2.902 -2.219 -1.126
N 1.015 2.307 1.829
N 1.932 3.166 2.005
N 1.479 1.356 1.006
N 1.777 -1.943 -0.611
N 3.530 0.987 -0.112
N 3.015 2.875 1.323
N 1.792 -0.676 -0.177
N 3.725 -1.203 -1.073
C 3.061 -0.231 -0.487
C -1.299 -2.779 -0.385
C 1.369 -1.942 2.867
C -1.327 -0.241 4.072
C 2.756 1.747 0.695
C 1.937 -0.651 3.485
C -2.943 -1.245 2.442
C -1.265 1.008 -0.764
C 1.209 -3.016 3.940
C -1.585 -1.404 3.119
C -0.527 -3.143 0.884
C -1.238 -4.266 1.636
H 4.479 1.267 -0.340
H 2.988 -0.536 3.225
H -3.708 -1.129 3.208
H -2.200 -0.100 4.708
H -1.714 1.929 -1.180
H -1.161 0.689 3.525
H -2.229 -3.977 1.968
H -1.572 -2.350 3.680
H 1.395 0.246 3.171
H 0.474 -2.731 4.688
H -0.480 -0.422 4.726
H -0.740 -2.059 -0.988
H 0.467 -3.490 0.574
H 2.066 -2.325 2.109
H 1.887 -0.691 4.571
H -2.289 -2.385 -0.163
H -0.670 -4.615 2.493
H 2.166 -3.136 4.447
H -1.347 -5.104 0.951
H -3.207 -2.110 1.841
H -2.964 -0.357 1.815
H 0.939 -3.976 3.510
H -1.422 -3.678 -0.983
*
```

Summary:
Electronic energy = -65290.8110 eV
<S²> = 0.7699
Strongest force on any atom = 4.87 eV Å⁻¹
Frontier orbital gap (spin up / spin down) = 0.24595 / 0.26443 hartree

(2)
CAlNO5S2 | ωB97M-V/def2-TZVPD

```
! RIJCOSX wB97M-V def2-TZVPD def2/J DEFGRID3
* xyz 0 1
S -1.372 -0.959 -3.008
S -0.094 1.678 -2.878
Al 0.943 0.261 -0.958
O 2.289 -0.810 -0.450
O -0.932 -2.354 -2.702
O 1.941 -1.773 1.558
O 0.847 2.038 -1.645
O 0.295 -0.612 0.467
N -0.212 0.046 -2.643
C 1.560 -1.092 0.599
*
```

Summary:
Electronic energy = -41033.5727 eV
Strongest force on any atom = 5.62 eV Å⁻¹
Frontier orbital gap (spin up / spin down) = 0.26525 / 0.24290 hartree

(3)
C7H5Cl4F | ωB97M-V/def2-TZVPD

```
! RIJCOSX wB97M-V def2-TZVPD def2/J DEFGRID3
* xyz -1 2
Cl -1.056 0.577 2.756
Cl -0.812 3.252 3.746
Cl 1.223 2.081 2.011
Cl -1.405 2.740 0.841
F 0.707 -1.892 1.498
C -0.883 -1.125 -0.121
C -1.095 -0.667 -1.419
C -0.040 -0.406 -2.296
C -0.556 2.214 2.311
C 0.423 -1.359 0.333
C 1.261 -0.689 -1.847
C 1.512 -1.110 -0.555
H -2.044 -0.405 -1.862
H -0.180 -0.105 -3.324
H -1.707 -1.284 0.558
H 2.143 -0.521 -2.447
H 2.508 -1.301 -0.182
*
```

Summary:
Electronic energy = -60146.4702 eV
<S²> = 0.7522
Strongest force on any atom = 3.39 eV Å⁻¹
Frontier orbital gap (spin up / spin down) = 0.12886 / 0.34732 hartree
Energy above the lowest of the compared OMol25 structures with the same formula, charge and spin = 0.066 eV

(4)
ClNO3S | ωB97M-V/def2-TZVPD

```
! RIJCOSX wB97M-V def2-TZVPD def2/J DEFGRID3
* xyz -2 1
Cl 2.606 -0.783 0.058
S -0.134 0.249 -0.053
O -0.186 0.665 -1.475
O -1.963 -1.820 -0.352
O -0.723 1.306 0.885
N 1.468 0.250 0.618
*
```

Summary:
Electronic energy = -30983.1693 eV
Strongest force on any atom = 2.89 eV Å⁻¹
Frontier orbital gap (spin up / spin down) = 0.21212 / 0.18162 hartree
Energy above the lowest of the compared OMol25 structures with the same formula, charge and spin = 1.126 eV

(5)
C5H11NO | ωB97M-V/def2-TZVPD

```
! RIJCOSX wB97M-V def2-TZVPD def2/J DEFGRID3
* xyz 0 1
O -1.071 0.623 1.653
N 1.694 1.255 0.893
C 1.310 0.621 -1.306
C -1.399 0.061 -0.669
C 0.081 -1.680 0.757
C -0.489 0.124 0.509
C 0.837 0.724 0.158
H 0.712 -0.154 -1.853
H -1.993 0.328 1.795
H 0.659 -1.878 -0.122
H 2.436 0.690 -1.407
H -1.666 1.034 -1.079
H -1.199 -0.603 -1.422
H 1.679 1.512 1.843
H -2.302 -0.309 -0.298
H 0.986 1.540 -1.811
H 0.700 -1.679 1.613
H -0.976 -2.207 0.745
*
```

Summary:
Electronic energy = -8898.6138 eV
Strongest force on any atom = 5.17 eV Å⁻¹
Frontier orbital gap = 0.34948 hartree
Energy above the lowest of the compared OMol25 structures with the same formula, charge and spin = 3.083 eV

(6)
C18H40FeGeN4Se | ωB97M-V/def2-TZVPD

```
! RIJCOSX wB97M-V def2-TZVPD def2/J DEFGRID3
* xyz 2 1
Se -0.390 -3.324 0.203
Ge 1.215 -4.606 -2.379
Fe -0.098 0.059 0.288
N 1.824 -0.640 0.609
N 3.134 2.429 -1.960
N -2.143 -0.161 0.275
N -0.268 -0.027 2.265
C 1.720 1.871 -1.979
C 0.828 2.626 -1.027
C 0.737 4.004 -1.261
C 2.112 -0.247 2.015
C -1.578 -0.642 2.595
C 3.795 2.281 -0.635
C 2.111 -2.954 -2.951
C -0.583 -4.707 -3.121
C -0.009 4.827 -0.443
C -1.595 -4.712 0.834
C -2.608 -0.004 1.678
C -0.662 2.876 0.791
C 0.923 -0.690 2.849
C 0.104 1.998 0.004
C 2.271 -6.189 -2.784
C 1.113 -4.423 -0.401
C -0.709 4.248 0.607
C 3.968 1.863 -3.059
H 3.505 2.101 -4.013
H -2.299 -1.122 -0.031
H -0.063 5.890 -0.630
H -1.487 -1.713 2.407
H 1.802 0.809 -1.750
H -3.607 -0.411 1.839
H -1.310 4.863 1.263
H -1.844 -0.504 3.644
H 2.617 -0.443 0.010
H -2.551 -4.247 1.062
H 1.396 1.977 -3.015
H 1.238 4.450 -2.119
H -2.689 0.423 -0.351
H 4.965 2.292 -3.009
H 3.975 1.222 -0.461
H 1.059 -0.434 3.900
H 1.814 -7.072 -2.339
H 2.153 -2.879 -4.038
H 2.171 0.843 2.040
H -1.104 -3.754 -3.034
H 0.774 -1.769 2.776
H -0.278 0.933 2.604
H -0.529 -4.974 -4.177
H 1.703 -1.654 0.583
H 3.054 -0.655 2.385
H 3.143 2.695 0.129
H 2.020 -3.945 -0.024
H 3.286 -6.095 -2.399
H 4.746 2.806 -0.653
H 3.133 -2.926 -2.569
H -1.268 2.483 1.600
H 1.032 -5.379 0.115
H -1.735 -5.437 0.036
H -2.660 1.065 1.881
H 1.563 -2.083 -2.577
H 3.031 3.432 -2.126
H 4.020 0.784 -2.931
H -1.186 -5.185 1.721
H -1.173 -5.472 -2.616
H 2.328 -6.344 -3.861
*
```

Summary:
Electronic energy = -181510.1304 eV
Strongest force on any atom = 0.76 eV Å⁻¹
Frontier orbital gap (spin up / spin down) = 0.30527 / 0.30673 hartree

(7)
C20H31IO12 | ωB97M-V/def2-TZVPD

```
! RIJCOSX wB97M-V def2-TZVPD def2/J DEFGRID3
* xyz 0 1
I -1.936 0.603 2.834
O -3.174 -5.833 2.803
O -1.424 -6.003 1.419
O -2.202 -0.690 0.205
O -0.397 -2.269 2.868
O 3.506 3.487 -0.809
O 9.358 3.703 -3.413
O -0.004 -0.280 0.822
O 2.076 2.229 -1.974
O 0.189 -1.589 -1.042
O -3.164 1.630 -0.851
O 7.377 4.572 -2.850
O -4.808 2.952 -0.144
C -2.506 -6.647 -0.573
C 8.202 3.545 -3.160
C -1.221 -2.167 1.753
C -6.600 1.430 -0.027
C -2.748 -5.974 1.696
C 7.426 2.241 -3.122
C 3.683 3.885 0.566
C 1.656 2.672 0.386
C 6.069 4.077 -2.506
C 5.971 2.707 -3.164
C -6.120 2.801 0.434
C -1.216 -6.068 -0.005
C -1.290 -0.758 1.200
C 2.381 2.746 -0.940
C -4.283 1.752 -0.427
C -5.284 0.658 -0.124
C 2.292 3.811 1.183
C 0.384 -0.550 -0.464
C -3.543 -6.114 0.412
C -1.004 -2.688 4.074
H 0.585 2.794 0.245
H 5.999 4.018 -1.419
H -7.330 0.987 0.646
H -2.240 -2.512 1.915
H -6.021 2.865 1.519
H -0.929 -1.903 4.823
H 5.267 2.048 -2.663
H -2.053 -2.941 3.947
H -2.409 0.242 -0.003
H 4.110 4.885 0.582
H -3.907 -5.124 0.129
H -6.744 3.619 0.086
H 1.853 1.698 0.836
H 5.323 4.778 -2.868
H -5.273 -0.095 -0.906
H -5.002 0.197 0.825
H 7.706 1.610 -3.961
H 2.310 3.648 2.258
H 4.384 3.191 1.035
H -7.055 1.511 -1.015
H 7.668 1.729 -2.189
H -4.387 -6.781 0.560
H -0.489 -3.566 4.451
H 0.901 0.290 -0.934
H 5.649 2.819 -4.199
H -2.680 -6.358 -1.608
H -0.793 -2.780 0.958
H -2.475 -7.736 -0.526
H 1.754 4.740 0.991
H -0.347 -6.688 -0.206
H -1.020 -5.057 -0.370
*
```

Summary:
Electronic energy = -53913.6809 eV
Strongest force on any atom = 1.51 eV Å⁻¹
Frontier orbital gap = 0.35797 hartree
SMILES string = COC[C@@](O)(I)OC=O.O=C1CCCO1.O=C1CCCO1.O=C1CCCO1.O=C1CCCO1

(8)
C4H11N2S | ωB97M-V/def2-TZVPD

```
! RIJCOSX wB97M-V def2-TZVPD def2/J DEFGRID3
* xyz 1 3
S 3.387 0.838 -0.132
N 1.865 0.008 -0.030
N 0.685 -1.959 0.167
C -0.822 0.842 1.152
C -1.723 0.264 0.367
C 1.794 -1.297 -0.040
C -2.204 0.820 -0.926
H 2.715 -1.841 -0.232
H -0.180 -1.461 0.376
H -1.853 1.841 -1.070
H -1.860 0.203 -1.762
H 2.954 1.781 -0.987
H 0.663 -2.968 0.153
H -0.532 0.426 2.104
H -3.295 0.810 -0.955
H 1.016 0.541 0.218
H -2.163 -0.684 0.664
H -0.447 1.833 0.934
*
```

Summary:
Electronic energy = -18129.9504 eV
<S²> = 2.0055
Strongest force on any atom = 9.88 eV Å⁻¹
Frontier orbital gap (spin up / spin down) = 0.22447 / 0.26903 hartree
Energy above the lowest of the compared OMol25 structures with the same formula, charge and spin = 1.961 eV

(9)
C3N2O | ωB97M-V/def2-TZVPD

```
! RIJCOSX wB97M-V def2-TZVPD def2/J DEFGRID3
* xyz 0 1
O 1.508 1.603 0.382
N -2.077 0.401 -0.104
N 0.830 -1.823 0.206
C 0.966 1.227 -0.505
C -1.158 -0.285 -0.065
C -0.069 -1.123 0.087
*
```

Summary:
Electronic energy = -8136.4929 eV
Strongest force on any atom = 2.51 eV Å⁻¹
Frontier orbital gap = 0.45824 hartree
Energy above the lowest of the compared OMol25 structures with the same formula, charge and spin = 0.165 eV

(10)
H4O2 | ωB97M-V/def2-TZVPD

```
! RIJCOSX wB97M-V def2-TZVPD def2/J DEFGRID3
* xyz 0 1
O -7.607 -2.107 3.257
O -4.988 -2.023 0.923
H -6.639 -1.994 3.120
H -4.029 -2.233 0.987
H -7.682 -2.597 4.107
H -5.378 -2.787 0.442
*
```

Summary:
Electronic energy = -4159.7753 eV
Strongest force on any atom = 1.26 eV Å⁻¹
Frontier orbital gap = 0.44230 hartree
Energy above the lowest of the compared OMol25 structures with the same formula, charge and spin = 0.164 eV
SMILES string = O.O

(11)
C4H9NO2 | ωB97M-V/def2-TZVPD

```
! RIJCOSX wB97M-V def2-TZVPD def2/J DEFGRID3
* xyz 0 1
O 0.832 -1.763 1.649
O 1.474 1.343 0.213
N 0.868 -0.363 1.618
C 1.045 0.046 0.319
C -1.405 0.853 -1.112
C 0.926 -0.716 -0.864
C -0.932 0.069 0.081
H 1.214 -0.226 -1.783
H -2.443 1.163 -0.941
H -1.179 0.607 0.992
H 0.753 -1.779 -0.794
H -0.800 1.754 -1.236
H -1.310 -0.941 0.197
H -1.364 0.259 -2.026
H 0.668 -1.957 2.576
H 1.652 1.652 1.111
*
```

Summary:
Electronic energy = -9873.4277 eV
Strongest force on any atom = 3.04 eV Å⁻¹
Frontier orbital gap (spin up / spin down) = 0.25371 / 0.26978 hartree
Energy above the lowest of the compared OMol25 structures with the same formula, charge and spin = 6.633 eV

(12)
C21H36CaCl2F6KN2O8P2S2 | ωB97M-V/def2-TZVPD

```
! RIJCOSX wB97M-V def2-TZVPD def2/J DEFGRID3
* xyz -1 1
Ca 8.060 0.695 -0.110
K -1.439 -1.300 0.037
Cl -1.120 3.289 1.350
Cl 4.515 0.187 -2.270
S 5.900 -0.710 1.072
S 3.037 -1.441 6.544
P -4.148 -0.038 -3.943
P 5.240 0.852 0.027
F -3.437 -1.402 -3.462
F -3.380 1.333 -4.240
F -5.354 -0.956 -4.487
F -3.799 0.213 -2.385
F -3.427 -0.274 -5.366
F -5.472 0.848 -3.710
O -2.145 -0.955 7.453
O 3.191 -2.516 7.474
O 0.082 -1.353 7.739
O 4.431 -1.250 5.730
O -1.878 -3.471 -3.013
O -0.770 0.538 8.380
O 2.565 -0.146 6.923
O 2.142 -1.964 5.296
N 2.613 -0.293 -0.654
N -3.692 4.267 -7.939
C 4.301 -1.814 4.426
C 2.835 -1.696 4.081
C -3.434 4.195 -9.372
C 1.855 -4.131 9.841
C 2.584 -5.770 11.452
C 1.257 -6.078 11.739
C 0.230 -5.407 11.082
C -3.312 5.547 -7.349
C -0.985 -0.681 7.810
C -1.831 5.922 -7.360
C -1.876 2.619 -7.204
C 0.977 1.635 1.107
C 2.882 -4.795 10.504
C 2.552 1.737 1.009
C 1.180 -0.460 -0.626
C 3.296 0.734 0.104
C -4.087 2.998 -10.053
C 0.529 -4.434 10.132
C -1.741 -4.018 -4.212
C 0.274 0.503 0.292
C -3.330 3.087 -7.158
H 1.024 -6.840 12.476
H -1.026 -4.865 -4.300
H -1.265 5.357 -6.618
H -1.371 5.777 -8.339
H -1.719 6.981 -7.103
H 5.697 0.818 -1.373
H 4.617 -2.860 4.476
H 3.160 2.503 1.582
H 5.709 2.109 0.574
H -5.163 2.974 -9.862
H 0.424 2.388 1.787
H -2.358 4.184 -9.594
H -1.810 1.596 -6.822
H 0.709 -1.315 -1.280
H 0.184 0.363 8.501
H 3.141 -0.956 -1.239
H -3.680 5.592 -6.318
H -1.234 3.234 -6.573
H -3.963 2.254 -7.481
H -3.842 5.093 -9.849
H -3.942 3.063 -11.135
H -3.617 3.246 -6.114
H 3.917 -4.554 10.282
H -0.271 -3.912 9.617
H -3.653 2.052 -9.724
H 2.088 -3.376 9.098
H 4.919 -1.277 3.716
H -2.646 -4.457 -4.672
H -1.384 -3.358 -5.028
H 3.385 -6.291 11.967
H -0.804 -5.642 11.310
H -3.863 6.337 -7.876
H -0.887 0.403 0.375
H -1.469 2.611 -8.218
H 2.586 -0.678 3.766
H 2.535 -2.399 3.304
*
```

Summary:
Electronic energy = -158072.0807 eV
Strongest force on any atom = 4.93 eV Å⁻¹
Frontier orbital gap = 0.04388 hartree
Energy above the lowest of the compared OMol25 structures with the same formula, charge and spin = 0.000 eV